Entry 1:
The following is a quantum chemistry calculation of a structure of composition C11H16BrClINO2PTm in a non-equilibrium geometry, from OMol25.

Positions of all 35 atoms, in Å:
C  -0.076  -0.678  -1.014
C  1.152  -0.179  -1.811
H  -0.472  -1.472  -1.654
H  -0.836  0.095  -0.876
H  0.191  -1.128  -0.052
O  1.826  -1.055  -2.475
I  2.417  1.327  -0.914
Tm  -1.529  1.135  2.200
P  0.364  0.814  -3.459
C  1.654  1.777  -4.274
C  -0.177  -0.492  -4.599
H  -1.872  1.154  -2.500
H  -1.454  2.287  -3.808
H  -0.812  2.531  -2.163
C  -1.066  1.775  -2.914
H  -1.150  -0.906  -4.312
H  -0.246  -0.052  -5.601
H  1.398  1.942  -5.347
H  2.577  1.179  -4.255
H  0.576  -1.288  -4.593
H  1.816  2.721  -3.743
C  0.855  0.186  1.814
O  1.843  -0.410  1.860
Cl  -3.327  0.609  0.623
Br  -1.063  -4.127  5.117
C  -0.728  -2.244  4.936
C  0.204  -1.607  5.743
C  0.550  -0.271  5.544
C  -0.111  0.424  4.551
N  -1.152  -0.158  3.867
C  -1.392  -1.509  3.965
H  0.707  -2.159  6.528
H  1.337  0.234  6.105
H  0.110  1.454  4.245
H  -2.111  -1.906  3.263

Cartesian forces (eV/Å) of the 3 atoms listed first:
0.6 0.2 -0.1
-0.5 -2.1 -4.6
-0.2 0.1 0.3

Calculated values
**HOMO-LUMO gap (spin up / spin down)**: 3.64 / 3.38 eV
**Expectation value of S²**: 2.002
**E_LUMO (spin up / spin down)**: -9.1 / -9.3 eV
**Electronic energy**: -146718.529 eV
**Highest occupied orbital energy (spin up / spin down)**: -12.70 / -12.70 eV
**Multiplicity**: 3
**Net charge**: +2



Entry 2:
The following is a quantum chemistry calculation of the molecule C2H2OS, from OMol25.

Positions of all 6 atoms, in Å:
C  -1.092  0.417  -0.001
C  1.056  0.136  0.003
O  -0.057  1.113  0.000
S  -2.084  -0.777  0.000
H  1.082  -0.450  0.912
H  1.095  -0.438  -0.913

Cartesian forces (eV/Å) of the 3 atoms listed first:
-0.1 -0.5 0.0
0.2 -0.4 0.0
0.5 0.9 0.0

Calculated values
**HOMO-LUMO gap (spin up / spin down)**: 6.32 / 8.93 eV
**E_LUMO (spin up / spin down)**: -0.7 / 0.0 eV
**Electronic energy**: -14984.095 eV
**Highest occupied orbital energy (spin up / spin down)**: -7.02 / -8.92 eV
**Net charge**: 0



Entry 3:
The following is a quantum chemistry calculation of the molecule C3H5N3 in a non-equilibrium geometry, from OMol25.

Positions of all 11 atoms, in Å:
C  -1.668  0.172  0.013
C  -0.159  0.188  -0.060
N  0.649  1.214  0.023
C  1.888  0.623  0.055
N  1.901  -0.660  -0.039
N  0.630  -1.017  0.024
H  -2.062  -0.154  -0.960
H  -2.025  -0.686  0.525
H  -2.196  1.035  0.583
H  2.743  1.293  -0.083
H  0.301  -2.008  -0.080

Cartesian forces (eV/Å) of the 3 atoms listed first:
-0.4 0.5 0.1
0.3 -1.6 1.7
-0.5 -1.0 -0.1

Calculated values
**HOMO-LUMO gap**: 10.43 eV
**E_LUMO**: 0.8 eV
**Electronic energy**: -7661.551 eV
**SMILES**: Cc1ncn[nH]1
**Highest occupied orbital energy**: -9.62 eV
**Net charge**: 0



Entry 4:
The following is a quantum chemistry calculation of the molecule C6H12N2 in a non-equilibrium geometry, from OMol25.

Positions of all 20 atoms, in Å:
H  -0.188  -1.960  1.467
N  -0.253  -1.433  2.357
C  -0.108  -0.179  2.061
C  0.097  0.315  0.626
C  1.566  0.714  0.484
C  -0.824  1.515  0.392
N  -0.302  -0.778  -0.292
C  0.119  -0.903  -1.594
C  -0.635  -1.276  -2.631
H  -0.101  0.573  2.868
H  2.228  -0.151  0.611
H  1.849  1.455  1.241
H  1.774  1.157  -0.497
H  -0.744  1.884  -0.636
H  -1.874  1.246  0.564
H  -0.586  2.342  1.070
H  -1.295  -0.998  -0.190
H  1.172  -0.682  -1.754
H  -1.691  -1.494  -2.523
H  -0.204  -1.348  -3.624

Cartesian forces (eV/Å) of the 3 atoms listed first:
-0.1 0.2 0.4
0.3 2.1 -0.4
-0.1 -2.4 0.2

Calculated values
**HOMO-LUMO gap**: 9.17 eV
**E_LUMO**: 0.8 eV
**Electronic energy**: -9395.747 eV
**SMILES**: [H]/N=C\C(C)(C)NC=C
**Highest occupied orbital energy**: -8.32 eV
**Net charge**: 0



Per-record energy relative to the best compared isomer or geometry (same formula, charge and spin), kcal/mol: 97.2; 83.4; 20.9; 25.4